Here is a molecular structure, C82H79Br12F5N13O4S2Sn in a non-equilibrium geometry from OMol25. Energies are from ωB97M-V/def2-TZVPD.

Output
Kohn-Sham gap in eV: 8.476
Energy in hartree: -36582.68455
Highest occupied orbital energy in eV: -10.3

ORCA input file:
```
! wB97M-V def2-TZVPD RIJCOSX def2/J DEFGRID3
* xyz 1 1
Sn 0.569 -2.520 1.242
N -0.271 -0.851 -0.058
S -0.551 0.748 0.235
O -1.436 0.794 1.301
O -0.701 1.531 -0.940
F 0.923 1.179 0.813
S -0.180 -1.312 -1.586
O -0.422 -2.678 -1.560
O 0.945 -0.762 -2.240
F -1.381 -0.681 -2.234
F -2.621 -6.599 -3.221
C -3.587 -5.704 -2.892
C -3.150 -4.533 -2.361
C -4.107 -3.713 -1.824
C -5.441 -4.020 -1.960
C -5.859 -5.250 -2.525
C -4.889 -6.044 -3.094
H -2.072 -4.354 -2.255
H -3.817 -2.790 -1.302
H -6.082 -3.334 -1.423
H -6.933 -5.479 -2.516
H -5.048 -7.000 -3.531
F 3.754 1.762 -6.462
C 4.124 0.680 -5.643
C 5.415 0.286 -5.702
C 5.809 -0.799 -4.915
C 4.932 -1.284 -3.892
C 3.660 -0.827 -3.858
C 3.275 0.197 -4.691
H 6.100 0.596 -6.448
H 6.848 -1.093 -4.942
H 5.221 -2.079 -3.232
H 3.098 -1.187 -3.052
H 2.293 0.731 -4.785
F 0.210 6.955 -2.860
C -0.271 8.251 -2.693
C -0.731 8.634 -1.441
C -1.185 9.883 -1.254
C -1.248 10.738 -2.387
C -0.820 10.312 -3.668
C -0.323 9.005 -3.841
H -0.428 7.897 -0.706
H -1.400 10.243 -0.273
H -1.629 11.732 -2.384
H -0.962 11.069 -4.413
H 0.016 8.732 -4.801
C -1.668 1.789 -5.346
Br -1.081 0.339 -6.385
Br -2.869 2.942 -6.381
Br -0.268 2.738 -4.513
H -2.346 1.386 -4.522
C -6.265 0.626 0.855
Br -5.232 -0.414 -0.488
Br -5.418 0.631 2.606
Br -8.031 -0.186 1.186
H -6.338 1.692 0.562
C 6.079 2.693 3.303
Br 6.972 1.352 4.283
Br 6.066 4.492 4.059
Br 4.254 2.249 2.800
H 6.637 2.681 2.377
C -0.242 -4.412 -5.350
Br -1.793 -3.973 -6.312
Br 0.757 -2.848 -4.981
Br 0.860 -5.850 -6.103
H -0.637 -4.812 -4.414
N -4.181 0.389 -3.817
C -4.319 -0.938 -3.999
C -5.510 -1.581 -4.259
C -6.644 -0.865 -4.212
C -6.590 0.499 -3.899
C -5.313 1.083 -3.804
H -3.368 -1.341 -4.019
H -5.612 -2.625 -4.464
H -7.557 -1.411 -4.489
H -7.432 1.106 -3.814
H -5.201 2.162 -3.681
N -0.793 2.848 4.104
C 0.295 3.524 3.826
C 0.333 4.574 2.898
C -0.762 4.704 2.145
C -1.892 3.954 2.265
C -1.925 3.027 3.289
H 1.171 3.078 4.350
H 1.183 5.223 2.775
H -0.871 5.545 1.499
H -2.750 4.100 1.655
H -2.846 2.479 3.547
N -1.919 -3.494 1.305
C -1.822 -4.792 1.606
C -2.913 -5.600 1.918
C -4.170 -5.000 1.942
C -4.241 -3.660 1.568
C -3.114 -2.940 1.288
H -0.815 -5.212 1.673
H -2.902 -6.668 2.287
H -5.077 -5.446 2.303
H -5.114 -3.064 1.596
H -3.219 -1.864 1.074
N 1.127 -2.541 -8.470
C 0.774 -1.315 -8.676
C 1.730 -0.322 -8.745
C 3.048 -0.612 -8.499
C 3.345 -1.930 -8.172
C 2.334 -2.869 -8.114
H -0.289 -1.101 -8.828
H 1.416 0.721 -8.880
H 3.800 0.120 -8.365
H 4.376 -2.077 -7.850
H 2.553 -3.895 -7.868
N 3.982 2.153 -1.447
C 4.924 2.372 -2.317
C 4.770 3.426 -3.244
C 3.659 4.258 -3.148
C 2.674 3.961 -2.225
C 2.878 2.845 -1.391
H 5.832 1.685 -2.305
H 5.508 3.546 -4.064
H 3.622 5.123 -3.858
H 1.794 4.477 -2.212
H 2.181 2.591 -0.584
N 3.263 -1.941 6.095
C 3.310 -2.402 7.338
C 4.084 -1.851 8.352
C 4.666 -0.596 8.066
C 4.562 -0.008 6.851
C 3.900 -0.765 5.819
H 2.597 -3.216 7.599
H 4.062 -2.239 9.369
H 5.136 -0.066 8.916
H 4.948 0.979 6.700
H 3.896 -0.293 4.823
N 1.316 -5.241 -0.343
C 2.485 -4.703 -0.797
C 2.969 -4.934 -2.087
C 2.277 -5.753 -2.874
C 1.020 -6.210 -2.528
C 0.577 -5.977 -1.187
H 3.000 -4.082 -0.132
H 3.878 -4.470 -2.403
H 2.594 -5.914 -3.868
H 0.474 -6.872 -3.131
H -0.386 -6.493 -0.904
N 0.705 -3.810 4.015
C 1.385 -4.923 4.162
C 1.439 -5.594 5.343
C 0.728 -5.161 6.384
C 0.011 -3.992 6.267
C 0.070 -3.284 5.061
H 1.962 -5.318 3.334
H 1.920 -6.568 5.273
H 0.764 -5.642 7.314
H -0.649 -3.712 7.038
H -0.273 -2.265 4.990
N 0.150 -0.975 2.875
C 1.128 -0.380 3.593
C 0.898 0.251 4.768
C -0.385 0.354 5.206
C -1.388 -0.173 4.406
C -1.088 -0.808 3.204
H 2.147 -0.622 3.231
H 1.742 0.751 5.295
H -0.588 0.778 6.172
H -2.392 -0.030 4.617
H -1.848 -1.259 2.624
N -2.094 1.808 7.760
C -0.945 2.543 7.851
C -0.422 3.070 9.022
C -1.060 2.814 10.255
C -2.166 1.992 10.202
C -2.661 1.571 8.909
H -0.525 2.855 6.907
H 0.510 3.695 8.924
H -0.704 3.271 11.209
H -2.655 1.816 11.125
H -3.567 0.985 8.962
N -4.994 3.327 -0.034
C -5.103 4.641 0.326
C -4.483 5.694 -0.291
C -3.490 5.449 -1.214
C -3.194 4.150 -1.537
C -4.070 3.135 -0.994
H -5.797 4.913 1.145
H -4.683 6.708 -0.006
H -2.924 6.272 -1.608
H -2.362 3.871 -2.136
H -4.005 2.158 -1.317
N 3.156 -1.456 1.313
C 3.447 -0.832 0.156
C 4.728 -0.671 -0.294
C 5.772 -1.209 0.467
C 5.455 -1.823 1.732
C 4.149 -1.844 2.110
H 2.612 -0.333 -0.368
H 4.974 -0.170 -1.198
H 6.791 -1.168 0.102
H 6.225 -2.211 2.406
H 3.791 -2.181 3.111
*
```